Record 1
Density functional theory data (wB97M-V/def2-TZVPD) for a structure of composition C52H44N3O5P2Pb.

CARTESIAN COORDINATES (ANGSTROEM)
Pb: 1.49418 0.35237 -0.85346
O: 1.09598 3.61626 -3.50912
C: 0.73660 2.53928 -3.05856
O: 1.53792 1.57643 -2.74078
C: -0.76884 2.26579 -2.91967
C: -1.07176 0.77186 -2.96538
C: -2.49147 0.44691 -3.43646
C: -3.30186 0.47567 -2.13125
C: -2.24213 0.75865 -1.05110
O: -1.03632 0.24019 -1.62608
C: -1.39860 3.05492 -1.70139
C: -0.23046 3.66806 -0.84101
O: -0.11282 4.88596 -0.76440
O: 0.47998 2.77164 -0.28309
H: -1.19043 2.70601 -3.82469
H: -0.30125 0.25167 -3.53130
H: -2.84220 1.16615 -4.17641
H: -2.51694 -0.54604 -3.88635
H: -4.06908 1.24852 -2.11029
H: -3.77138 -0.48791 -1.94216
H: -2.43187 0.22040 -0.12816
H: -1.67435 4.75084 -2.93955
N: -2.12988 1.75504 1.60160
P: -0.61433 0.99500 1.88720
C: -1.16824 0.00795 3.34239
C: -1.03430 -1.37373 3.28738
C: -1.44354 -2.18209 4.34313
C: -1.99838 -1.60230 5.47237
C: -2.12769 -0.21864 5.54845
C: -1.70776 0.57892 4.49651
C: 0.40475 2.22504 2.79906
C: 0.32987 3.59182 2.53944
C: 1.19925 4.47021 3.17218
C: 2.16052 3.99834 4.05409
C: 2.25232 2.63623 4.30654
C: 1.37824 1.75787 3.68312
C: -2.38088 2.63184 0.51749
C: -2.87968 3.85456 0.79436
C: -3.36934 4.85848 -0.12481
C: -3.13579 4.98594 -1.43110
C: -2.31469 4.11473 -2.32061
N: -2.12125 2.16140 -0.75951
H: -2.61249 2.07148 2.43178
H: -0.58700 -1.82157 2.41045
H: -1.31954 -3.25639 4.27374
H: -2.32166 -2.22159 6.30023
H: -2.54618 0.23743 6.43753
H: -1.77500 1.65888 4.58257
H: -0.37257 3.97649 1.81352
H: 1.13460 5.52748 2.94695
H: 2.84473 4.68725 4.53482
H: 3.00564 2.25656 4.98649
H: 1.45718 0.69450 3.88660
H: -2.90270 4.12688 1.84436
H: -3.96629 5.63842 0.34010
H: -3.57484 5.84760 -1.92587
H: -2.98669 3.58906 -3.01387
C: 0.50124 -5.57123 3.35414
C: 1.48144 -4.61979 3.10201
C: 1.36390 -3.77742 2.00810
C: 0.27723 -3.87505 1.13620
C: -0.70085 -4.83013 1.40256
C: -0.58975 -5.67067 2.50408
P: 0.26905 -2.68789 -0.27270
C: -1.42297 -2.92939 -0.93510
C: -2.51086 -2.64218 -0.10710
C: -3.81034 -2.80212 -0.56095
C: -4.04574 -3.21776 -1.86611
C: -2.97218 -3.46719 -2.70760
C: -1.66877 -3.33130 -2.24446
C: 1.29594 -3.61620 -1.47478
C: 1.28178 -4.99060 -1.46837
C: 2.02505 -5.73655 -2.39917
C: 2.77010 -5.08136 -3.33439
C: 2.81360 -3.66853 -3.37493
C: 3.59411 -3.02379 -4.36198
C: 3.63479 -1.66471 -4.40487
C: 2.90704 -0.89972 -3.46538
C: 2.12006 -1.44827 -2.46889
C: 2.07617 -2.88619 -2.43014
H: 0.58532 -6.22633 4.21229
H: 2.33304 -4.52663 3.76435
H: 2.12218 -3.02281 1.82643
H: -1.55613 -4.92382 0.74548
H: -1.36022 -6.40826 2.69356
H: -2.34217 -2.30487 0.91062
H: -4.63995 -2.58668 0.10139
H: -5.06038 -3.33258 -2.22665
H: -3.14534 -3.77864 -3.73057
H: -0.83833 -3.54518 -2.90619
H: 0.68556 -5.52156 -0.73708
H: 1.99666 -6.81895 -2.36867
H: 3.34687 -5.63489 -4.06812
H: 4.14836 -3.63119 -5.06960
H: 4.22942 -1.15897 -5.15802
H: 2.97823 0.17750 -3.55089
C: 4.96062 4.30578 0.59241
C: 3.98153 4.41254 -0.37674
C: 3.43679 3.25243 -0.91342
N: 3.81420 2.03182 -0.52655
C: 4.75847 1.94133 0.41107
C: 5.36537 3.03903 0.99360
H: 5.40094 5.19072 1.03547
H: 3.61096 5.36957 -0.71652
H: 2.67149 3.31006 -1.67529
H: 5.03243 0.93622 0.71776
H: 6.12470 2.89973 1.75172

Its highest occupied orbital energy is -0.171 Eh. The total charge is -1. As for the orbital gap: 6.951 eV.

***

Record 2
Density functional theory data (wB97M-V/def2-TZVPD) for a structure of composition C24H23AsBF5N10O7Rb at a distorted geometry.

CARTESIAN COORDINATES (ANGSTROEM)
Rb: -0.44616 0.02328 -0.33072
C: -0.40258 -0.37249 4.86364
C: -0.69563 -0.89050 3.59112
N: 0.17898 -0.48264 2.68598
N: 1.05724 0.29141 3.34991
C: 0.72822 0.38305 4.65415
B: 2.15496 1.08924 2.63552
N: 1.54800 2.24803 1.85448
C: 2.17180 3.26080 1.21142
C: 1.22030 4.07264 0.65121
C: 0.00311 3.48154 1.03536
N: 0.19819 2.40364 1.77164
N: 2.99793 0.12626 1.73526
C: 3.99003 0.49587 0.89634
C: 4.63338 -0.63669 0.45445
C: 3.95189 -1.67788 1.10629
N: 2.97758 -1.21730 1.87540
N: 3.14133 1.62335 3.71626
C: 4.06650 0.86869 4.34587
C: 4.65252 1.64186 5.32303
C: 3.99717 2.88189 5.20383
N: 3.08857 2.86301 4.24056
H: -0.93186 -0.52219 5.78910
H: -1.50087 -1.54979 3.30020
H: 1.31509 0.98569 5.32760
H: 3.24460 3.35385 1.22333
H: 1.37159 4.94210 0.03547
H: -0.99731 3.77080 0.75776
H: 4.17452 1.53130 0.67426
H: 5.44951 -0.69822 -0.24513
H: 4.10963 -2.74361 1.03385
H: 4.22790 -0.15544 4.04683
H: 5.43314 1.35466 6.00731
H: 4.14846 3.78800 5.77140
O: -3.01786 3.26173 -2.32627
C: -2.00929 2.53595 -2.43469
O: -1.12741 2.33752 -1.55960
C: -1.82419 1.81750 -3.77967
C: -2.59712 2.23986 -4.81898
C: -2.52059 1.65159 -6.09982
C: -1.67225 0.59271 -6.33606
C: -0.86267 0.14710 -5.31166
C: -0.88308 0.70246 -3.95812
O: -0.21293 0.21509 -3.03434
N: -0.01937 -0.98094 -5.63217
O: -0.36406 -1.72495 -6.55285
O: 1.01408 -1.15907 -5.00724
N: -3.33682 2.13824 -7.17397
O: -4.14697 3.02868 -6.94023
O: -3.28018 1.57638 -8.26844
H: -3.28708 3.04863 -4.62365
H: -1.63067 0.12264 -7.30561
C: 0.73936 -4.34941 -3.19600
As: 0.88253 -2.73584 -2.08718
C: 2.76580 -2.35660 -2.45350
C: 1.15863 -3.70863 -0.38315
H: 1.57014 -5.02951 -2.99744
H: 0.74597 -4.04968 -4.24420
H: -0.20217 -4.85618 -2.98170
H: 3.37512 -3.24099 -2.25527
H: 3.10094 -1.53525 -1.82221
H: 2.85020 -2.05955 -3.49710
H: 1.96400 -4.44321 -0.46724
H: 0.23385 -4.22704 -0.12022
H: 1.40352 -3.00754 0.41620
F: -2.85896 -0.44545 0.55434
C: -2.63488 -1.73352 0.66540
F: -2.09250 -2.25185 -0.41500
C: -3.72777 -2.54142 1.30264
F: -4.84165 -2.58824 0.53913
F: -4.06794 -2.01330 2.47706
F: -3.31367 -3.79763 1.48457

Its highest occupied orbital energy (alpha / beta) is -0.098 / -0.098 Eh. The total charge is -2. As for the orbital gap (alpha / beta): 6.285 / 5.419 eV. As for the spin multiplicity: 2.

***

The calculation returns the following energy above the lowest of the compared OMol25 structures with the same formula, charge and spin values, one per record and in order: 110.99, 129.11 kJ/mol.